{
  "formula": "C2HCl4NO",
  "method": "ωB97M-V with the def2-TZVPD basis set",
  "total_charge": 0,
  "smiles": "O=CN=C(Cl)Cl.ClCl",
  "e_homo_ev": -10.5,
  "de_lowest_kj_mol": 0.0,
  "homo_lumo_gap_ha": 0.3539,
  "e_lumo_ha": -0.032,
  "e_tot_ev": -55715.854,
  "symbols": ["C", "C", "N", "O", "Cl", "Cl", "Cl", "Cl", "H"],
  "coordinates": [[1.573, -0.235, -0.685], [0.136, 0.729, 1.013], [1.042, 0.682, 0.163], [1.042, -0.658, -1.672], [-0.729, -0.631, 1.631], [-1.916, -0.656, -1.505], [-0.299, 2.208, 1.732], [-3.468, -0.986, -0.260], [2.619, -0.454, -0.417]],
  "atomic_forces_ev_per_a": [[0.66, -0.53, 0.00], [0.82, -0.58, -0.56], [-0.95, 1.08, 0.74], [-0.19, -0.14, -0.35], [0.14, -0.03, 0.13], [-0.45, -0.11, 0.33], [-0.22, 0.40, 0.24], [0.20, 0.08, -0.47], [-0.02, -0.18, -0.06]],
  "nbo_charge": [0.5331, 0.2256, -0.4878, -0.5337, 0.0508, 0.0175, 0.0860, -0.0187, 0.1272]
}